The following is a DFT calculation (wB97M-V/def2-TZVPD) of 2 unconnected molecules or ions with the total composition C9H21N2O2P in a non-equilibrium geometry.

ΔE to the lowest compared entry with this formula, charge and spin in kcal per mole: 0.00
Electronic energy in eV: -26033.814
⟨S²⟩: 2.01
Kohn-Sham gap (spin up / spin down) in eV: 6.165 / 7.605
Multiplicity: 3
Maximum force in eV Å⁻¹: 2.79

Element x y z (Å)
C1 0.20 0.67 -1.60
C2 0.49 1.36 -4.67
C3 0.00 -1.89 3.97
C4 2.53 0.45 -0.78
C5 -1.94 -1.60 -0.01
C6 -1.82 1.48 2.90
C7 -0.36 0.38 -3.87
C8 0.74 -0.94 3.05
C9 1.07 0.13 -0.47
N1 -1.02 -1.56 1.09
N2 0.68 0.67 0.81
O1 -0.49 1.65 -1.50
O2 0.34 -0.06 -2.70
P1 -0.38 -0.29 1.75
H1 1.44 0.90 -4.94
H2 -0.04 1.66 -5.57
H3 0.69 2.25 -4.07
H4 0.66 -2.28 4.74
H5 -0.84 -1.39 4.44
H6 -0.38 -2.72 3.39
H7 3.17 0.04 0.00
H8 2.81 0.02 -1.73
H9 2.68 1.53 -0.82
H10 -2.90 -1.14 0.25
H11 -2.13 -2.65 -0.24
H12 -1.57 -1.11 -0.92
H13 -2.60 0.89 3.34
H14 -1.16 1.95 3.60
H15 -2.14 2.11 2.09
H16 -0.56 -0.53 -4.45
H17 -1.30 0.85 -3.57
H18 1.56 -1.44 2.53
H19 1.15 -0.08 3.60
H20 0.94 -0.96 -0.43
H21 0.43 1.65 0.76

Atom charges from the Mulliken analysis, given in e for atoms 1 to 4: 0.223, -1.138, -1.245, -1.678

=====

The following is a DFT calculation (wB97M-V/def2-TZVPD) of 2 unconnected molecules or ions with the total composition C9H21N2S in a non-equilibrium geometry.

Charge: +1
ΔE to the lowest compared entry with this formula, charge and spin in kcal per mole: 65.57
Electronic energy in eV: -23478.576
Kohn-Sham gap in eV: 8.989
Maximum force in eV Å⁻¹: 5.10

Element x y z (Å)
C1 -3.98 0.11 -0.84
C2 -4.80 1.86 -0.01
C3 5.33 -1.02 1.08
C4 4.39 -0.33 0.02
C5 2.89 -0.56 0.28
C6 2.00 0.05 -0.78
C7 0.64 -0.61 -0.67
C8 -0.12 -0.19 0.56
C9 -1.56 -0.39 0.27
N1 -4.48 -0.84 -0.11
N2 -4.10 2.92 -0.35
S1 -2.29 0.45 -1.12
H1 -4.43 0.40 -1.67
H2 -5.66 1.97 0.63
H3 6.47 -0.84 0.74
H4 5.36 -2.08 0.85
H5 5.13 -0.88 2.12
H6 4.75 0.66 0.00
H7 4.63 -0.69 -0.95
H8 2.85 -1.69 0.47
H9 2.41 -0.39 1.26
H10 2.44 -0.20 -1.70
H11 2.11 1.16 -0.75
H12 -0.09 -0.22 -1.47
H13 0.63 -1.68 -0.82
H14 0.31 -0.71 1.50
H15 -0.05 0.92 0.77
H16 -1.76 -1.38 0.12
H17 -2.16 -0.01 1.15
H18 -3.91 -1.27 0.64
H19 -5.50 -1.01 -0.01
H20 -3.28 2.61 -1.00
H21 -4.15 3.89 -0.19

Atom charges from the Mulliken analysis, given in e for atoms 1 to 4: -0.355, -0.104, -1.265, -0.612

=====

The following is a DFT calculation (wB97M-V/def2-TZVPD) of C9H21NOSi in the gas phase in a non-equilibrium geometry.

ΔE to the lowest compared entry with this formula, charge and spin in kcal per mole: 91.77
Electronic energy in eV: -21085.810
Kohn-Sham gap (spin up / spin down) in eV: 6.858 / 6.858
Maximum force in eV Å⁻¹: 4.61

Element x y z (Å)
C1 0.73 -0.65 -2.11
C2 1.26 0.64 -1.48
C3 -0.73 -0.79 -1.90
C4 1.29 0.71 0.03
C5 -1.27 -2.22 -2.00
C6 2.36 -0.36 0.46
C7 1.67 2.11 0.48
C8 -1.43 -1.14 3.17
C9 -2.14 2.09 0.41
N1 -0.36 -1.03 2.06
O1 -1.44 1.30 1.33
Si1 -0.38 0.17 0.89
H1 1.05 -0.62 -3.11
H2 1.32 -1.55 -1.87
H3 2.31 0.89 -1.73
H4 0.60 1.53 -1.72
H5 -1.46 -0.06 -2.39
H6 -0.58 -2.98 -2.32
H7 -1.95 -2.24 -2.90
H8 -1.85 -2.40 -1.04
H9 2.91 -0.10 1.27
H10 3.11 -0.46 -0.34
H11 2.09 -1.45 0.42
H12 2.72 2.19 0.29
H13 1.48 2.17 1.53
H14 1.08 2.91 -0.01
H15 -2.39 -1.55 2.65
H16 -0.87 -1.70 3.97
H17 -1.94 -0.29 3.64
H18 -2.86 1.45 -0.01
H19 -1.58 2.42 -0.50
H20 -2.75 2.96 0.95
H21 0.01 -1.94 1.87

Atom charges from the Mulliken analysis, given in e for atoms 1 to 4: -1.072, -1.194, 0.090, 2.041

=====

The following is a DFT calculation (wB97M-V/def2-TZVPD) of 2 unconnected molecules or ions with the total composition C9H21O8PS2.

Structure (SMILES): CCOCCOCOC(=O)O[PH2]=S.CCOS(C)(=O)=O
Electronic energy in eV: -57012.030
Kohn-Sham gap in eV: 10.025
Maximum force in eV Å⁻¹: 0.82

Element x y z (Å)
C1 -2.86 1.08 0.64
C2 -3.71 0.75 -0.58
O1 -3.13 1.27 -1.77
C3 -2.54 0.34 -2.65
C4 -1.05 0.22 -2.38
O2 -0.52 -0.83 -3.19
C5 0.29 -1.74 -2.57
O3 -0.44 -3.01 -2.63
C6 0.05 -4.10 -2.08
O4 -0.40 -5.20 -2.20
O5 1.13 -3.82 -1.24
P1 1.00 -4.24 0.33
S1 1.96 -3.12 1.54
H1 -2.97 0.34 1.43
H2 -3.11 2.06 1.04
H3 -1.82 1.10 0.32
H4 -3.85 -0.33 -0.68
H5 -4.71 1.20 -0.50
H6 -3.00 -0.65 -2.56
H7 -2.71 0.69 -3.67
H8 -0.87 0.02 -1.32
H9 -0.54 1.16 -2.63
H10 1.23 -1.88 -3.10
H11 0.46 -1.49 -1.52
H12 -0.40 -4.26 0.48
H13 1.34 -5.60 0.33
C7 4.05 1.13 2.74
C8 2.60 1.12 3.20
O6 1.86 2.26 2.68
S2 1.38 2.21 1.17
C9 0.24 3.54 1.25
O7 0.68 0.98 0.95
O8 2.46 2.56 0.31
H14 4.13 0.95 1.67
H15 4.59 0.35 3.27
H16 4.51 2.09 2.96
H17 2.09 0.20 2.92
H18 2.53 1.24 4.28
H19 -0.56 3.28 1.94
H20 -0.15 3.68 0.24
H21 0.76 4.43 1.58

Atom charges from the Mulliken analysis, given in e for atoms 1 to 4: -0.615, -0.358, -0.371, -0.599

=====

The following is a DFT calculation (wB97M-V/def2-TZVPD) of 2 unconnected molecules or ions with the total composition C9H21PS2 in a non-equilibrium geometry.

ΔE to the lowest compared entry with this formula, charge and spin in kcal per mole: 89.92
Structure (SMILES): CC(C)[PH2]=S.CCCC(=S)CC
Electronic energy in eV: -40631.105
Kohn-Sham gap in eV: 8.450
Maximum force in eV Å⁻¹: 4.22

Element x y z (Å)
C1 3.66 0.98 -0.59
C2 2.59 0.88 0.49
C3 3.21 1.04 1.86
P1 1.81 -0.78 0.35
S1 1.16 -1.20 -1.39
H1 3.09 0.95 -1.44
H2 4.06 1.99 -0.44
H3 4.35 0.29 -0.28
H4 1.85 1.63 0.19
H5 2.83 0.27 2.56
H6 2.94 1.99 2.21
H7 4.31 0.92 1.86
H8 2.87 -1.52 0.92
H9 0.96 -0.49 1.56
C4 -1.29 1.91 -1.87
C5 -2.61 1.46 -1.08
C6 -2.61 -0.09 -0.87
C7 -1.88 -0.58 0.31
S2 -1.73 0.25 1.72
C8 -1.56 -2.04 0.23
C9 -2.63 -2.87 0.90
H10 -1.11 1.54 -2.85
H11 -1.21 3.04 -1.82
H12 -0.40 1.60 -1.26
H13 -2.54 2.02 -0.10
H14 -3.35 1.81 -1.83
H15 -3.70 -0.43 -0.78
H16 -2.10 -0.58 -1.72
H17 -0.61 -2.21 0.75
H18 -1.45 -2.36 -0.81
H19 -2.73 -2.55 1.91
H20 -2.44 -3.95 0.84
H21 -3.75 -2.90 0.47

Atom charges from the Mulliken analysis, given in e for atoms 1 to 4: -1.915, 0.440, -1.364, 0.178

=====

The following is a DFT calculation (wB97M-V/def2-TZVPD) of a molecular structure, C9H22AlBBrClHgNO in a non-equilibrium geometry.

Charge: +1
ΔE to the lowest compared entry with this formula, charge and spin in kcal per mole: 29.03
Electronic energy in eV: -107231.740
Kohn-Sham gap in eV: 3.741
Maximum force in eV Å⁻¹: 6.26

Element x y z (Å)
C1 4.29 -0.55 0.76
C2 2.78 -0.72 0.31
C3 2.82 -0.78 -1.28
C4 1.93 0.48 0.83
Al1 -0.01 0.06 1.27
Br1 -0.07 -0.86 3.50
C5 -1.13 1.80 1.34
C6 -0.78 2.59 0.01
C7 -2.00 2.66 -0.97
Cl1 -1.52 1.85 -2.52
B1 -1.00 -1.16 -0.12
O1 -0.26 -1.70 -1.18
N1 -2.44 -1.42 -0.04
C8 -2.71 -2.75 0.56
C9 -2.97 -1.47 -1.44
H1 4.73 0.26 0.13
H2 4.39 -0.23 1.82
H3 4.85 -1.47 0.52
H4 2.43 -1.69 0.72
H5 2.19 0.04 -1.68
H6 2.50 -1.79 -1.58
H7 3.86 -0.66 -1.66
H8 2.06 1.33 0.12
H9 2.39 0.82 1.79
H10 -2.22 1.56 1.32
H11 -0.85 2.33 2.29
H12 -0.43 3.64 0.28
H13 0.04 2.05 -0.51
H14 -2.22 3.73 -1.15
H15 -2.93 2.21 -0.56
H16 0.11 -0.94 -1.67
H17 -2.16 -2.90 1.51
H18 -2.43 -3.60 -0.11
H19 -3.80 -2.86 0.74
H20 -4.07 -1.44 -1.45
H21 -2.63 -2.39 -1.97
H22 -2.58 -0.62 -2.04
Hg1 -0.18 4.60 2.13

Atom charges from the Mulliken analysis, given in e for atoms 1 to 4: -1.548, 0.636, -1.374, -0.683

=====

The following is a DFT calculation (wB97M-V/def2-TZVPD) of a molecular structure, C9H22HgN3OP in a non-equilibrium geometry.

Charge: +2
Electronic energy in eV: -29642.833
Kohn-Sham gap in eV: 1.705
Maximum force in eV Å⁻¹: 5.01

Element x y z (Å)
C1 4.51 -2.22 -0.26
C2 3.36 -1.40 0.63
C3 2.55 -0.46 -0.48
C4 3.03 1.10 -0.44
O1 2.41 1.97 -1.46
P1 0.65 1.98 -1.27
C5 0.18 2.47 0.53
C6 -0.46 1.22 1.41
C7 -2.04 1.05 0.88
C8 -2.53 -0.54 0.98
N1 -4.04 -0.54 0.92
C9 -4.58 -1.12 -0.36
N2 -4.10 -2.24 -1.00
N3 -5.82 -0.44 -0.95
H1 5.17 -1.36 -0.75
H2 5.13 -2.98 0.37
H3 3.88 -2.76 -1.13
H4 2.61 -2.16 1.15
H5 3.84 -0.74 1.48
H6 2.83 -0.87 -1.57
H7 1.41 -0.64 -0.28
H8 4.20 1.09 -0.69
H9 2.95 1.61 0.62
H10 0.14 3.01 -2.14
H11 -0.68 3.28 0.44
H12 1.07 2.97 1.10
H13 -0.57 1.48 2.57
H14 0.16 0.22 1.30
H15 -2.72 1.69 1.58
H16 -2.07 1.39 -0.26
H17 -2.11 -1.04 1.98
H18 -1.99 -1.09 0.09
H19 -4.46 -0.97 1.78
H20 -4.65 -2.48 -1.85
H21 -6.10 -0.86 -1.86
H22 -5.65 0.58 -1.13
Hg1 4.50 -0.17 -1.93

Atom charges from the Mulliken analysis, given in e for atoms 1 to 4: -0.894, -0.356, -0.356, -0.314

=====

The following is a DFT calculation (wB97M-V/def2-TZVPD) of 2 unconnected molecules or ions with the total composition C9H22N2 in a non-equilibrium geometry.

Charge: +2
Electronic energy in eV: -12646.280
⟨S²⟩: 2.01
Kohn-Sham gap (spin up / spin down) in eV: 6.159 / 9.998
Multiplicity: 3
Maximum force in eV Å⁻¹: 6.40

Element x y z (Å)
C1 -2.25 1.76 0.13
C2 -1.68 0.38 -0.12
C3 -1.67 -2.27 0.53
C4 -0.16 -1.58 2.18
C5 0.73 -2.19 0.06
C6 2.62 1.47 -0.33
C7 0.66 2.68 -1.03
C8 1.00 0.65 -2.18
C9 -0.51 -0.11 0.43
N1 -0.33 -1.53 0.75
N2 1.30 1.61 -1.02
H1 -1.55 2.48 0.32
H2 -2.88 2.05 -0.63
H3 -2.39 -0.28 -0.52
H4 -1.49 -3.18 1.08
H5 -2.45 -1.82 1.09
H6 -1.88 -2.25 -0.50
H7 0.40 -0.74 2.47
H8 -1.20 -1.39 2.64
H9 0.24 -2.50 2.61
H10 0.72 -3.24 0.23
H11 0.73 -1.96 -1.04
H12 1.75 -2.00 0.39
H13 3.12 2.32 0.18
H14 2.64 0.63 0.44
H15 3.38 1.16 -1.00
H16 -2.88 1.66 1.03
H17 1.11 3.49 -0.46
H18 -0.12 2.89 -1.65
H19 1.81 -0.05 -2.41
H20 0.23 0.09 -1.74
H21 0.92 1.32 -3.00
H22 0.09 0.46 1.08

Atom charges from the Mulliken analysis, given in e for atoms 1 to 4: -1.710, -0.439, -1.377, -0.742